# CH2N2S

The molecule CH2N2S (wB97M-V/def2-TZVPD, the Open Molecules 2025 dataset).

XYZ file:
```
6
Properties=species:S:1:pos:R:3:mulliken_charge:R:1
S 0.231 -1.075 -0.017 0.0593
N 2.449 0.939 0.005 -0.3402
N -1.048 0.026 0.062 -0.4891
C 1.604 0.175 -0.056 0.2288
H -1.551 0.123 -0.813 0.2632
H -1.684 -0.188 0.819 0.2781
```

## Properties
2S+1 = 1
LUMO energy = 0.004 Ha
energy relative to the best compared isomer or geometry (same formula, charge and spin) = 0.0000 eV
total energy = -14883.5806 eV
orbital gap = 10.19 eV